(1)
Computed, not measured: a molecular structure, C48H37N9O3Ru, with ωB97M-V/def2-TZVPD.

Geometry (Å):
Ru (0.591, -0.300, 0.635)
C (5.189, -3.490, -2.700)
C (4.170, -3.705, -3.631)
C (2.932, -3.082, -3.499)
C (2.754, -2.250, -2.413)
C (1.590, -1.430, -1.987)
N (1.927, -0.856, -0.744)
C (3.239, -1.117, -0.462)
N (3.966, -0.626, 0.496)
C (3.430, 0.161, 1.457)
C (4.209, 0.949, 2.382)
C (5.572, 1.223, 2.445)
C (6.011, 2.063, 3.451)
C (5.111, 2.617, 4.380)
C (3.759, 2.344, 4.319)
C (3.315, 1.500, 3.304)
C (2.001, 1.049, 2.934)
N (0.891, 1.221, 3.681)
C (-0.275, 0.957, 3.199)
N (-0.583, 0.750, 1.869)
C (-1.946, 0.593, 1.717)
N (-2.510, 0.511, 0.574)
C (-1.736, 0.521, -0.547)
N (-0.884, -0.411, -0.897)
C (-0.398, -0.246, -2.276)
N (0.552, -1.238, -2.677)
C (-1.520, 1.470, -2.920)
C (-1.971, 2.560, -3.816)
C (-2.618, 3.630, -3.358)
C (-2.986, 3.766, -1.940)
C (-2.598, 2.891, -1.014)
C (-1.711, 1.771, -1.406)
C (-2.562, 0.625, 3.062)
C (-3.860, 0.415, 3.478)
C (-4.109, 0.462, 4.846)
C (-3.080, 0.710, 5.755)
C (-1.773, 0.914, 5.325)
C (-1.534, 0.871, 3.967)
N (2.116, 0.256, 1.799)
C (3.765, -2.034, -1.494)
C (4.999, -2.643, -1.615)
H (6.140, -3.991, -2.827)
H (4.348, -4.371, -4.465)
H (2.134, -3.233, -4.214)
H (6.257, 0.784, 1.731)
H (7.065, 2.299, 3.531)
H (5.489, 3.270, 5.156)
H (3.065, 2.763, 5.036)
H (-1.744, 2.455, -4.870)
H (-2.928, 4.410, -4.043)
H (-3.613, 4.602, -1.655)
H (-2.900, 2.976, 0.022)
H (-4.650, 0.217, 2.764)
H (-5.114, 0.298, 5.211)
H (-3.304, 0.732, 6.814)
H (-0.964, 1.091, 6.022)
H (5.782, -2.465, -0.889)
O (-1.510, -3.441, -0.078)
C (-1.178, -3.222, 1.066)
C (-1.748, -3.978, 2.260)
C (-0.942, -3.467, 3.444)
C (-0.065, -2.382, 2.840)
O (0.669, -1.673, 3.507)
N (-0.236, -2.288, 1.476)
H (-1.655, -5.047, 2.075)
H (-2.813, -3.751, 2.325)
H (-0.300, -4.223, 3.898)
H (-1.538, -3.025, 4.242)
C (-3.096, -1.748, -2.068)
C (-2.905, -0.797, -3.247)
C (-4.095, 0.155, -3.367)
C (-1.561, -0.022, -3.310)
C (-0.953, -0.128, -4.704)
C (0.183, 0.387, -5.191)
C (1.182, 1.242, -4.540)
C (1.123, 1.733, -3.297)
C (2.142, 2.736, -2.795)
C (2.820, 2.320, -1.484)
C (1.536, 4.141, -2.675)
C (-0.044, 1.352, -2.473)
O (-0.268, 2.094, -1.271)
H (-3.926, -2.421, -2.299)
H (-3.353, -1.233, -1.138)
H (-2.216, -2.355, -1.864)
H (-2.919, -1.431, -4.135)
H (-4.178, 0.794, -2.480)
H (-5.021, -0.418, -3.445)
H (-4.030, 0.803, -4.244)
H (-1.534, -0.719, -5.403)
H (0.397, 0.147, -6.227)
H (2.026, 1.539, -5.156)
H (2.909, 2.774, -3.572)
H (2.088, 2.157, -0.691)
H (3.498, 3.109, -1.149)
H (3.402, 1.404, -1.608)
H (0.835, 4.198, -1.841)
H (1.003, 4.420, -3.587)
H (2.330, 4.872, -2.505)

Values from the calculation:
Kohn-Sham gap (alpha / beta), eV: 5.8736 / 6.4521
LUMO energy (alpha / beta), eV: -0.7564 / -1.7855
⟨S²⟩: 6.045
Net charge: 0
HOMO level (alpha / beta), eV: -6.63 / -8.24
Multiplicity: 5

Atom charges from the Mulliken analysis, given in e for atoms 1 to 5: 1.1533 -0.7091 -0.6773 -0.2864 0.1486


(2)
Computed, not measured: a molecular structure, C48H38FIrN8O7P2S4, with ωB97M-V/def2-TZVPD.

Geometry (Å):
Ir (5.257, -23.905, 13.593)
C (4.057, -28.126, 14.382)
N (4.548, -26.724, 14.283)
P (5.915, -25.890, 14.688)
C (6.010, -25.800, 16.511)
C (6.934, -24.960, 17.075)
C (7.061, -24.814, 18.435)
C (6.280, -25.607, 19.289)
C (5.392, -26.535, 18.725)
C (5.164, -26.564, 17.330)
C (7.255, -26.919, 14.067)
C (8.445, -26.890, 14.767)
C (9.552, -27.586, 14.209)
C (9.429, -28.282, 12.992)
C (8.208, -28.233, 12.328)
C (7.123, -27.583, 12.869)
P (3.444, -25.433, 13.851)
C (2.540, -25.786, 12.389)
C (1.333, -25.152, 12.134)
C (0.694, -25.287, 10.886)
C (1.256, -26.128, 9.907)
C (2.490, -26.704, 10.101)
C (3.125, -26.478, 11.304)
C (2.186, -25.593, 15.115)
C (1.377, -26.729, 15.035)
C (0.313, -27.071, 15.905)
C (0.214, -26.211, 17.011)
C (0.972, -25.052, 17.126)
C (2.005, -24.747, 16.197)
H (4.925, -28.828, 14.261)
H (3.352, -28.279, 13.610)
H (3.621, -28.274, 15.342)
H (7.509, -24.281, 16.428)
H (7.709, -24.135, 18.946)
H (6.391, -25.536, 20.380)
H (4.849, -27.192, 19.371)
H (4.461, -27.300, 16.929)
H (8.559, -26.315, 15.689)
H (10.499, -27.561, 14.808)
H (10.261, -28.737, 12.506)
H (8.052, -28.686, 11.360)
H (6.161, -27.612, 12.465)
H (0.775, -24.586, 13.038)
H (-0.262, -24.800, 10.785)
H (0.730, -26.109, 8.983)
H (2.984, -27.265, 9.327)
H (4.147, -26.795, 11.443)
H (1.341, -27.292, 14.104)
H (-0.387, -27.859, 15.651)
H (-0.496, -26.440, 17.758)
H (0.809, -24.367, 18.006)
H (2.454, -23.761, 16.406)
S (6.153, -16.894, 13.648)
C (6.052, -18.489, 13.866)
S (4.865, -19.357, 14.918)
C (5.622, -20.814, 14.503)
N (6.675, -20.735, 13.877)
N (6.946, -19.463, 13.462)
C (8.194, -19.275, 12.807)
C (9.257, -19.716, 13.492)
C (10.514, -19.543, 12.953)
C (10.566, -19.045, 11.696)
C (9.395, -18.641, 10.959)
C (8.186, -18.678, 11.567)
S (5.185, -22.285, 15.260)
H (9.114, -20.138, 14.515)
H (11.369, -19.786, 13.462)
H (11.558, -18.914, 11.195)
H (9.511, -18.291, 9.955)
H (7.373, -18.270, 11.026)
O (-2.515, -23.363, 7.498)
S (-1.525, -24.041, 8.336)
O (-1.802, -24.070, 9.755)
O (-0.989, -25.351, 7.830)
C (-0.100, -22.928, 8.047)
N (0.014, -22.335, 6.879)
C (1.053, -21.553, 6.686)
C (2.070, -21.411, 7.636)
C (1.774, -21.981, 8.901)
N (0.702, -22.692, 9.097)
C (2.668, -21.986, 9.982)
C (4.018, -22.528, 9.813)
C (4.839, -22.641, 10.909)
N (4.365, -22.486, 12.200)
C (3.130, -22.020, 12.314)
C (2.292, -21.686, 11.291)
H (0.965, -21.062, 5.687)
H (2.910, -20.816, 7.336)
H (4.347, -22.921, 8.853)
H (5.852, -23.028, 10.742)
H (2.764, -21.759, 13.346)
H (1.287, -21.329, 11.526)
F (12.860, -25.890, 13.053)
C (11.780, -25.507, 12.335)
C (11.096, -24.393, 12.690)
N (9.991, -23.924, 11.997)
C (9.265, -22.803, 12.531)
C (8.093, -23.332, 13.288)
O (8.282, -23.808, 14.419)
O (6.987, -23.291, 12.601)
C (9.711, -24.400, 10.742)
O (8.983, -23.897, 9.955)
N (10.352, -25.600, 10.450)
C (11.411, -26.220, 11.139)
O (11.945, -27.200, 10.705)
H (11.332, -23.913, 13.629)
H (8.977, -22.181, 11.643)
H (9.937, -22.198, 13.100)
H (10.140, -25.934, 9.522)

Values from the calculation:
Energy above the lowest of the compared OMol25 structures with the same formula, charge and spin, kJ/mol: 0.0
Kohn-Sham gap (alpha / beta), eV: 4.4319 / 3.4806
LUMO energy (alpha / beta), eV: -0.2554 / -4.6684
⟨S²⟩: 6.046
Net charge: 0
HOMO level (alpha / beta), eV: -4.69 / -8.15
Multiplicity: 5

Atom charges from the Mulliken analysis, given in e for atoms 1 to 5: 2.6938 -1.3411 1.5850 -0.4343 0.6274


(3)
Computed, not measured: a molecular structure, C48H38NOP2PdS, with ωB97M-V/def2-TZVPD.

Geometry (Å):
Pd (0.519, 0.190, 0.637)
O (-3.194, 1.643, 2.210)
S (-2.053, 1.300, 1.316)
C (-2.908, 0.401, -0.132)
C (-4.059, 1.024, -0.543)
C (-4.884, 0.337, -1.445)
C (-4.616, -0.970, -1.754)
C (-3.513, -1.576, -1.207)
C (-2.611, -0.920, -0.416)
P (-1.034, -1.710, 0.213)
C (-0.484, -2.754, -1.127)
C (-1.256, -3.729, -1.778)
C (-0.784, -4.252, -2.990)
C (0.472, -3.916, -3.485)
C (1.310, -3.054, -2.781)
C (0.793, -2.437, -1.665)
C (-1.476, -2.849, 1.490)
C (-0.449, -3.398, 2.251)
C (-0.764, -4.385, 3.171)
C (-2.074, -4.731, 3.434)
C (-3.107, -4.135, 2.765)
C (-2.800, -3.203, 1.777)
C (-1.711, 2.819, 0.298)
C (-2.317, 3.924, 0.793)
C (-2.137, 5.140, 0.148)
C (-1.412, 5.268, -0.995)
C (-0.805, 4.136, -1.483)
C (-0.879, 2.897, -0.809)
P (0.140, 1.442, -1.337)
C (1.762, 2.260, -1.533)
C (2.225, 3.118, -0.545)
C (3.394, 3.839, -0.686)
C (4.198, 3.579, -1.788)
C (3.781, 2.647, -2.737)
C (2.568, 1.985, -2.617)
C (-0.415, 1.147, -3.036)
C (-0.244, 2.083, -4.073)
C (-0.793, 1.853, -5.338)
C (-1.571, 0.753, -5.612)
C (-1.750, -0.188, -4.559)
C (-1.232, 0.032, -3.310)
H (-4.252, 2.036, -0.229)
H (-5.774, 0.791, -1.866)
H (-5.203, -1.547, -2.454)
H (-3.402, -2.623, -1.521)
H (-2.195, -4.124, -1.429)
H (-1.440, -4.913, -3.564)
H (0.816, -4.371, -4.398)
H (2.294, -2.785, -3.080)
H (1.364, -1.663, -1.141)
H (0.580, -3.077, 2.049)
H (-0.004, -4.933, 3.699)
H (-2.364, -5.509, 4.174)
H (-4.137, -4.493, 2.992)
H (-3.651, -2.737, 1.215)
H (-2.910, 3.799, 1.698)
H (-2.607, 5.979, 0.650)
H (-1.328, 6.154, -1.544)
H (-0.110, 4.171, -2.296)
H (1.615, 3.258, 0.333)
H (3.714, 4.562, 0.047)
H (5.127, 4.106, -2.003)
H (4.380, 2.496, -3.634)
H (2.242, 1.258, -3.344)
H (0.354, 2.965, -3.936)
H (-0.540, 2.514, -6.148)
H (-1.963, 0.501, -6.594)
H (-2.415, -1.035, -4.723)
H (-1.466, -0.692, -2.514)
C (5.617, -1.391, 1.421)
C (5.035, -1.875, 2.596)
C (3.815, -1.388, 3.001)
C (3.077, -0.486, 2.202)
C (3.624, -0.075, 0.970)
C (4.903, -0.516, 0.610)
N (1.771, -0.143, 2.472)
C (1.322, 0.131, 3.759)
C (-0.047, 0.084, 3.985)
C (-0.585, 0.475, 5.189)
C (0.281, 0.786, 6.230)
C (1.639, 0.833, 6.068)
C (2.157, 0.495, 4.856)
H (6.532, -1.805, 1.087)
H (5.569, -2.622, 3.192)
H (3.425, -1.821, 3.895)
H (3.001, 0.465, 0.318)
H (5.350, -0.141, -0.294)
H (-0.674, -0.095, 3.107)
H (-1.680, 0.499, 5.341)
H (-0.144, 1.123, 7.219)
H (2.222, 1.175, 6.895)
H (3.234, 0.602, 4.717)

Values from the calculation:
Energy above the lowest of the compared OMol25 structures with the same formula, charge and spin, kJ/mol: 97.4
Kohn-Sham gap (alpha / beta), eV: 7.9551 / 6.2532
LUMO energy (alpha / beta), eV: -2.0779 / -4.4267
⟨S²⟩: 2.047
Net charge: +1
HOMO level (alpha / beta), eV: -10.03 / -10.68
Multiplicity: 3

Atom charges from the Mulliken analysis, given in e for atoms 1 to 5: -0.2260 -0.7946 0.9943 -0.3211 -0.6796


no.,calculated total energy (eV)
1,-72511.683
2,-144116.287
3,-86816.184